Record 1
Entry from OMol25: a structure of composition C28H32N5O4PTl (wB97M-V/def2-TZVPD).

Summary:
LUMO energy, Ha: 0.08902
ΔE to the lowest compared entry with this formula, charge and spin, kcal per mole: 48.9
Net charge: -1
Kohn-Sham gap, Eh: 0.243
E, Eh: -2174.73957

Cartesian coordinates (Å):
Tl1 1.24941 0.88341 -0.01640
N1 -1.56808 0.49776 0.31144
C1 -2.69479 1.41708 0.15951
C2 -2.73937 1.97719 -1.25441
N2 -1.59972 2.85461 -1.49977
C3 -1.43584 3.19959 -2.90177
C4 -0.31253 4.21301 -3.09058
N3 1.00782 3.81823 -2.61585
H1 -1.35513 0.31084 1.28724
H2 -1.75987 -0.38262 -0.15536
H3 -3.65784 0.94694 0.39608
H4 -2.55213 2.24372 0.85616
H5 -2.76230 1.13868 -1.97186
H6 -3.66033 2.55031 -1.39844
H7 -0.77937 2.33749 -1.19185
H8 -1.24144 2.30980 -3.52299
H9 -2.37247 3.63693 -3.26395
H10 -0.23441 4.45758 -4.15369
H11 -0.58442 5.13958 -2.57560
H12 1.30126 2.93380 -3.01535
H13 1.03479 3.71208 -1.60731
C5 -3.28965 -3.93890 1.31551
C6 -2.90773 -3.84568 -0.01381
C7 -1.66578 -3.32053 -0.35171
C8 -0.79412 -2.87725 0.63871
C9 -1.19827 -2.95456 1.97382
C10 -2.42942 -3.49172 2.31161
P1 0.82355 -2.07847 0.32368
C11 2.00946 -3.44290 0.58044
C12 1.66719 -4.78096 0.74297
C13 2.65542 -5.73858 0.93539
C14 3.99057 -5.36496 0.95985
C15 4.33705 -4.02830 0.80195
C16 3.35506 -3.06807 0.62252
C17 0.82503 -1.81592 -1.47803
C18 0.94883 -2.84014 -2.41618
C19 0.88762 -2.54772 -3.76920
C20 0.69766 -1.23051 -4.17142
C21 0.59725 -0.21559 -3.22727
C22 0.66989 -0.47077 -1.85641
H14 -4.25775 -4.34735 1.57630
H15 -3.57776 -4.18185 -0.79571
H16 -1.37657 -3.24979 -1.39287
H17 -0.54608 -2.56638 2.74841
H18 -2.72624 -3.54416 3.35138
H19 0.62634 -5.08097 0.72189
H20 2.37881 -6.77769 1.06522
H21 4.76018 -6.11209 1.10929
H22 5.37737 -3.72963 0.83340
H23 3.61376 -2.01608 0.52768
H24 1.10128 -3.86330 -2.08697
H25 0.99153 -3.33582 -4.50483
H26 0.64770 -0.99248 -5.22852
H27 0.47170 0.80096 -3.58730
O1 0.06708 4.07393 5.43040
C23 -0.21420 4.91467 4.46081
O2 -0.47428 6.08378 4.65998
C24 -0.25121 4.36708 3.07489
C25 -0.62301 5.13385 1.99126
N4 -0.58787 4.33168 0.91529
N5 -0.20507 3.08778 1.22315
C26 0.01645 3.08364 2.52797
C27 0.38798 1.77937 3.20301
O3 0.53672 1.82796 4.44710
O4 0.43007 0.76290 2.48270
H28 0.18775 3.11943 5.06612
H29 -0.92943 6.16406 1.94868
H30 -0.92317 4.49223 -0.02540
C28 3.34290 0.82223 0.47952
H31 3.46606 1.40340 1.40389
H32 3.82611 1.40414 -0.32439

Löwdin atomic charge list, values in e, 5 entries:
1 Tl 0.843
2 N -0.001
3 C -0.251
4 C -0.229
5 N -0.078



Record 2
Entry from OMol25: a structure of composition C28H33BCoN14O2S (wB97M-V/def2-TZVPD).

Summary:
LUMO energy, Ha: -0.11031
ΔE to the lowest compared entry with this formula, charge and spin, kcal per mole: 0.0
Net charge: +1
Kohn-Sham gap, Eh: 0.274
E, Eh: -3809.60450

Cartesian coordinates (Å):
Co1 0.59730 0.37758 -0.16375
C1 1.94236 0.60482 -4.08483
C2 1.79731 -0.06820 -2.87926
N1 1.19086 0.71793 -1.99075
N2 0.93462 1.89588 -2.60762
C3 1.38181 1.84905 -3.86777
B1 0.21343 2.96236 -1.76318
N3 1.05743 3.14596 -0.47640
C4 1.63390 4.27486 -0.04428
C5 2.41927 3.97084 1.04848
C6 2.26641 2.59846 1.21328
N4 1.43937 2.10524 0.28946
N5 -1.13252 2.30985 -1.37926
C7 -2.38059 2.51682 -1.81169
C8 -3.20742 1.57023 -1.23602
C9 -2.35550 0.78929 -0.47103
N6 -1.10776 1.24842 -0.54391
N7 0.02737 4.29103 -2.43133
C10 -0.82421 5.29415 -2.08103
C11 -0.44482 6.42220 -2.75813
C12 0.68124 6.01729 -3.50218
N8 0.96929 4.74818 -3.29313
H1 2.38872 0.23566 -4.98952
H2 2.08840 -1.07639 -2.64237
H3 1.29184 2.71319 -4.50072
H4 1.47123 5.20626 -0.56003
H5 3.03100 4.63907 1.62629
H6 2.73530 1.96306 1.94264
H7 -2.59590 3.30964 -2.50613
H8 -4.26453 1.44514 -1.37985
H9 -2.59684 -0.08543 0.10279
H10 -1.61714 5.13819 -1.36945
H11 -0.90960 7.39129 -2.72753
H12 1.28536 6.59913 -4.17901
N9 -3.30277 -6.71029 0.99647
C13 -2.70662 -5.67993 0.32371
C14 -3.25392 -4.38734 0.37206
C15 -2.63699 -3.34659 -0.28553
C16 -1.46226 -3.56543 -0.99652
C17 -0.91244 -4.83976 -1.05915
C18 -1.52789 -5.88685 -0.40475
S1 -0.67267 -2.23500 -1.81175
O1 -1.65431 -1.27911 -2.22753
O2 0.25818 -2.77833 -2.75636
N10 0.18135 -1.48404 -0.58653
C19 1.45152 -1.88883 -0.33036
N11 2.14618 -0.79599 0.02911
C20 3.44013 -0.88519 0.29351
C21 4.05098 -2.12392 0.23408
C22 3.24643 -3.20881 -0.10474
N12 1.95295 -3.11430 -0.38994
H13 -4.24392 -6.59631 1.32752
H14 -3.02655 -7.65212 0.78374
H15 -4.17771 -4.21862 0.91132
H16 -3.08974 -2.36473 -0.28357
H17 -0.00353 -4.99876 -1.62175
H18 -1.10147 -6.88060 -0.45742
H19 3.96617 0.02768 0.54338
H20 5.10295 -2.24530 0.43836
H21 3.67004 -4.20580 -0.14619
C23 1.23951 -0.37447 2.71335
C24 0.88988 -0.28810 4.21529
N13 -0.55693 -0.34037 4.39946
C25 -1.06415 -1.44435 3.59103
C26 -0.91807 -1.13323 2.08480
N14 0.05220 -0.01222 1.87860
C27 -0.55731 1.21438 2.48297
C28 -1.11941 0.90372 3.88589
H22 1.52708 -1.39077 2.44264
H23 2.06697 0.27948 2.46408
H24 1.26461 0.63702 4.65627
H25 1.35626 -1.11798 4.74770
H26 -2.11217 -1.62626 3.83144
H27 -0.50916 -2.34460 3.86025
H28 -1.87456 -0.82071 1.67166
H29 -0.59014 -2.00085 1.52274
H30 -1.33431 1.58179 1.81844
H31 0.22149 1.97441 2.52441
H32 -2.20619 0.80976 3.86339
H33 -0.87668 1.71651 4.57159

Löwdin atomic charge list, values in e, 5 entries:
1 Co 0.608
2 C -0.007
3 C -0.092
4 N 0.012
5 N 0.061



Record 3
Entry from OMol25: a cluster of 5 separate species, C28H33BrF32NO8S2 in total in a non-equilibrium geometry (wB97M-V/def2-TZVPD).

Summary:
LUMO energy, Ha: 0.06521
Net charge: -1
Kohn-Sham gap, Eh: 0.272
E, Eh: -8309.31077

Cartesian coordinates (Å):
C1 -1.58822 -5.35650 1.00040
C2 -0.41763 -4.45212 0.26428
C3 -0.88060 -2.91403 -0.09078
C4 -0.31017 -1.78059 0.97808
C5 0.84128 -0.81111 0.26958
S1 -1.71554 -0.76475 1.77324
O1 -1.96624 -1.32908 3.20902
O2 -1.27070 0.73312 1.99582
N1 -3.14080 -0.69496 0.76719
S2 -4.41221 -1.74870 1.33408
O3 -4.99931 -1.08283 2.63431
O4 -3.84541 -3.15779 1.67233
C6 -5.78057 -2.04532 0.04572
C7 -7.20620 -2.09881 0.87741
C8 -7.32215 -3.33825 1.94489
Br1 -8.64753 -2.38570 -0.49948
H1 -2.58255 -5.18621 0.36393
H2 -1.37914 -6.50795 1.00079
H3 -1.85588 -4.95460 2.08918
H4 -0.20798 -4.98382 -0.78228
H5 0.55399 -4.53217 0.91210
H6 -0.42409 -2.67290 -1.16636
H7 -2.04417 -2.89279 -0.21879
H8 0.18976 -2.40916 1.85983
H9 0.47697 0.29572 0.10725
H10 1.82153 -0.73517 0.93361
H11 1.17220 -1.20949 -0.79950
H12 -5.56302 -3.08417 -0.49960
H13 -5.80777 -1.23215 -0.79562
H14 -7.38724 -1.08221 1.46853
H15 -6.30144 -3.74784 2.34621
H16 -7.84421 -4.24260 1.36941
H17 -7.94505 -3.00435 2.90089
C9 -9.14089 4.35498 3.24579
C10 -9.74196 4.11735 1.85182
C11 -10.89914 3.12563 1.81041
F1 -10.53968 1.89398 2.23382
F2 -11.35205 2.97172 0.53677
F3 -8.74870 3.75973 0.99317
F4 -10.20211 5.32672 1.39855
O5 -7.96393 3.60822 3.56296
C12 -8.19141 2.28366 4.04292
C13 -7.65528 1.20532 3.09305
F5 -8.20730 1.30352 1.85689
F6 -7.94858 -0.04106 3.55005
F7 -9.50771 2.13293 4.32502
F8 -7.54440 2.20497 5.23649
H18 -8.80951 5.40080 3.26580
H19 -9.89239 4.29292 4.04151
H20 -11.73989 3.47049 2.41861
H21 -6.57068 1.28567 2.98393
C14 5.83836 -3.33691 -1.94891
C15 4.36776 -3.26963 -1.50879
C16 3.38029 -2.91640 -2.61533
F9 3.62309 -1.70250 -3.15658
F10 2.11157 -2.86692 -2.12657
F11 4.25710 -2.41900 -0.45242
F12 4.03484 -4.50695 -1.02098
O6 6.62574 -2.16893 -1.70528
C17 6.52422 -1.14603 -2.69519
C18 5.88845 0.14225 -2.15793
F13 4.64686 -0.08010 -1.65644
F14 5.74775 1.06810 -3.14348
F15 5.88180 -1.63998 -3.78067
F16 7.79764 -0.89358 -3.10025
H22 6.31049 -4.11288 -1.33334
H23 5.95110 -3.69994 -2.97714
H24 3.39557 -3.66253 -3.41455
H25 6.49928 0.57643 -1.36225
C19 3.85091 5.50611 -6.03165
C20 5.22809 6.09910 -6.36720
C21 5.71783 5.82710 -7.78511
F17 5.85065 4.50727 -8.04176
F18 6.94674 6.37712 -7.98065
F19 6.13154 5.68084 -5.43951
F20 5.13434 7.45704 -6.20300
O7 3.85221 4.25322 -5.34335
C22 3.98853 3.10021 -6.17313
C23 5.29331 2.33472 -5.92005
F21 6.38343 3.12035 -6.11218
F22 5.41876 1.28333 -6.77279
F23 3.83137 3.46364 -7.46857
F24 2.92618 2.30362 -5.87939
H26 3.37861 6.20054 -5.32549
H27 3.17705 5.49791 -6.89630
H28 5.04239 6.25936 -8.52851
H29 5.32998 1.95390 -4.89615
C24 3.55091 0.33369 4.78904
C25 4.92809 0.92669 4.45349
C26 5.41783 0.65468 3.03558
F25 5.55065 -0.66515 2.77893
F26 6.64674 1.20470 2.84004
F27 5.83154 0.50843 5.38118
F28 4.83434 2.28463 4.61769
O8 3.55221 -0.91919 5.47734
C27 3.68853 -2.07220 4.64756
C28 4.99331 -2.83770 4.90064
F29 6.08343 -2.05207 4.70851
F30 5.11876 -3.88909 4.04790
F31 3.53137 -1.70877 3.35212
F32 2.62618 -2.86880 4.94130
H30 3.07861 1.02812 5.49520
H31 2.87705 0.32550 3.92439
H32 4.74239 1.08695 2.29218
H33 5.02998 -3.21851 5.92454

Löwdin atomic charge list, values in e, 5 entries:
1 C -0.156
2 C -0.256
3 C -0.197
4 C -0.335
5 C -0.107